DFT (the ωB97M-V functional and the def2-TZVPD basis) results for C3H5F5P2 in the gas phase in a non-equilibrium geometry.

Values from the calculation:
- 2S+1: 1
- E_HOMO: -9.4 eV
- Strongest force on any atom: 4.3 eV Å⁻¹
- Gap between HOMO and LUMO: 10.0 eV

Atoms and positions in Å:
C: 1.923692 0.115449 0.763992
C: -1.319538 -1.271471 0.300114
C: -0.510204 -0.316225 -0.684971
F: 1.420963 1.421752 0.687485
F: -2.599734 -1.060044 0.083005
F: -1.084862 -1.101039 1.603269
F: -1.026771 -2.555689 0.025807
F: -1.009434 -0.348899 -1.942407
P: -1.041535 1.642691 0.200873
P: 1.242712 -0.823081 -0.713695
H: 3.005990 0.064512 0.794205
H: 1.700285 -0.418644 1.822436
H: -2.111507 1.878122 -0.674896
H: -0.163417 2.426770 -0.596316
H: 1.573360 0.345797 -1.668903

Atomic forces in eV per Å
C -1.2 -1.6 1.8
C 0.8 0.4 -1.7
C -1.3 2.3 3.3
F 1.3 -0.6 0.9
F -1.1 -0.2 0.0
F 0.4 0.3 -0.1
F -0.3 -0.2 0.0
F -0.3 -0.5 -0.2
P 0.7 -1.5 -0.9
P 1.6 1.8 -1.2
H 0.3 0.6 -0.6
H -0.3 1.4 -2.4
H -0.3 -0.3 -0.3
H -0.2 -0.2 0.0
H -0.2 -1.7 1.2

---

DFT (the ωB97M-V functional and the def2-TZVPD basis) results for a molecular structure, C3H5F6NO4ReS2 in a non-equilibrium geometry.

Values from the calculation:
- <S²>: 3.764
- Net charge: +2
- 2S+1: 4
- E_HOMO (spin up / spin down): -18.2 / -19.7 eV
- Strongest force on any atom: 3.8 eV Å⁻¹
- Gap between HOMO and LUMO (spin up / spin down): 8.3 / 3.4 eV

Atoms and positions in Å:
Re: -0.097402 1.257891 0.993215
C: 0.977052 -0.899147 -2.380843
H: 0.766107 -0.286920 -1.526817
H: 1.170068 -1.859532 -1.903131
H: 1.887265 -0.470878 -2.753935
H: 0.251427 -0.979875 -3.197454
H: -1.690547 1.201441 0.863013
F: 1.685782 -3.600714 2.014600
C: 2.102957 -2.323094 2.092621
F: 3.013869 -2.227316 3.072977
F: 2.654473 -1.961687 0.924003
S: 0.597287 -1.204642 2.451627
O: -0.253271 -1.114835 1.218817
O: 0.097292 -1.506280 3.751106
N: 1.250119 0.350037 2.357779
S: 0.666467 1.441109 3.611138
O: 0.431039 2.135670 -0.386336
O: -0.690535 1.914417 2.940357
C: 1.870700 2.774276 3.050584
F: 2.687205 2.937642 4.127268
F: 2.624204 2.442163 1.974188
F: 1.227041 3.939475 2.789824

Atomic forces in eV per Å
Re 1.3 2.0 -2.6
C -0.2 -1.3 -2.0
H 0.5 1.1 2.2
H -1.3 -1.1 0.8
H 0.6 1.9 -0.8
H 0.4 -0.7 -0.5
H -1.1 -0.2 -0.3
F 0.0 1.9 0.1
C 1.6 -2.0 0.0
F -1.5 0.5 -1.1
F -0.7 0.1 0.8
S 0.3 0.1 0.5
O 0.4 0.0 1.0
O 0.0 0.1 -1.1
N -1.2 0.4 0.9
S -0.5 -0.4 -0.7
O -0.9 -1.9 2.5
O 1.8 -1.3 -0.5
C 2.4 2.8 0.5
F -1.3 -0.4 -1.6
F -1.3 0.2 1.2
F 0.5 -2.2 0.4

---

DFT (the ωB97M-V functional and the def2-TZVPD basis) results for a molecular structure, C3H5F6NO4S2Ti in a non-equilibrium geometry.

Values from the calculation:
- Net charge: +2
- 2S+1: 1
- E_HOMO: -20.5 eV
- Strongest force on any atom: 3.6 eV Å⁻¹
- Gap between HOMO and LUMO: 9.1 eV

Atoms and positions in Å:
Ti: 0.053707 0.458399 -0.360239
C: -0.934583 2.056443 0.454474
H: -1.560909 2.166556 1.364827
H: -0.131591 2.838483 0.483893
H: -1.530008 2.402329 -0.437818
H: 0.963924 0.545507 -2.437082
H: 1.141021 -0.174920 -2.289734
F: 3.314679 -1.052327 3.238885
C: 2.040508 -1.426397 2.993945
F: 1.850598 -2.662568 3.515092
F: 1.205188 -0.566436 3.601893
S: 1.712624 -1.398823 1.064776
O: 1.809410 0.056272 0.554625
O: 2.479152 -2.416793 0.391308
N: 0.072573 -1.389278 0.933925
S: -0.793002 -2.263850 -0.168200
O: -1.225999 -0.980471 -0.903520
O: -0.154848 -3.306528 -0.946866
C: -2.296763 -2.999236 0.832957
F: -1.922087 -4.041536 1.613281
F: -2.820800 -2.042990 1.611470
F: -3.241359 -3.437129 -0.026909

Atomic forces in eV per Å
Ti -0.5 -2.0 2.4
C 0.4 0.7 -0.9
H 0.4 -0.7 -0.4
H 0.2 -0.7 0.3
H 0.0 -0.7 0.2
H -0.1 0.3 0.0
H 0.0 -0.1 0.1
F -1.9 -0.5 -1.2
C 1.2 -0.1 3.3
F 0.0 1.9 -1.9
F 0.7 -0.9 -1.4
S 0.8 -1.2 -0.5
O -0.2 0.0 -0.2
O -1.4 1.9 1.2
N 0.1 0.3 -0.8
S 1.0 -1.7 -0.8
O 0.1 0.3 -0.2
O -1.3 2.3 1.6
C -2.9 -1.7 1.4
F 0.4 2.0 -1.6
F 1.1 -0.5 -1.1
F 2.0 1.0 0.7

---

DFT (the ωB97M-V functional and the def2-TZVPD basis) results for 3 unconnected molecules or ions with the total composition C3H5FINO in a non-equilibrium geometry.

Values from the calculation:
- 2S+1: 1
- E_HOMO: -10.2 eV
- Strongest force on any atom: 1.1 eV Å⁻¹
- Gap between HOMO and LUMO: 10.3 eV

Atoms and positions in Å:
C: -0.858057 -0.343654 1.157278
C: -2.357553 -1.145534 -0.748516
C: 1.897108 0.287978 1.136616
N: -1.547596 -0.700156 0.294838
O: 1.837686 1.446410 0.912571
F: 2.530815 3.035958 -1.087358
I: 2.195605 -1.176193 -0.378865
H: 2.182984 2.557815 -0.345834
H: -3.396158 -1.174938 -0.416321
H: -2.036477 -2.144643 -1.047130
H: -2.261116 -0.464690 -1.595319
H: 1.812761 -0.178350 2.118039

Atomic forces in eV per Å
C -0.1 -0.1 0.0
C -0.5 -0.3 -0.7
C -0.1 -0.2 -0.2
N 0.6 0.4 0.9
O 0.1 0.2 0.2
F -0.3 -0.2 0.4
I 0.1 -0.1 -0.1
H 0.3 0.2 -0.6
H 0.1 0.0 -0.1
H -0.1 0.1 0.0
H -0.1 -0.1 0.0
H 0.0 0.0 0.2

---

DFT (the ωB97M-V functional and the def2-TZVPD basis) results for C3H5FN2OS in the gas phase in a non-equilibrium geometry.

Values from the calculation:
- 2S+1: 1
- E_HOMO: -8.8 eV
- Strongest force on any atom: 4.7 eV Å⁻¹
- Gap between HOMO and LUMO: 9.0 eV

Atoms and positions in Å:
C: 0.262384 -0.199083 1.244576
C: -1.023640 0.921373 -0.592931
C: -0.053941 1.847289 -0.619752
H: 0.954626 -2.768827 -0.149535
H: 0.097816 0.592799 1.921743
H: -0.955518 -2.005986 -0.392528
H: -1.704375 0.921073 -1.648466
H: 0.807160 2.244286 0.306724
N: 1.330620 -0.877210 1.241558
N: -0.909630 -0.145946 0.283122
O: -0.529644 -1.245474 -0.806688
F: -0.334184 2.960646 -1.475257
S: 2.058325 -2.244941 0.687434

Atomic forces in eV per Å
C 0.0 -0.2 -2.6
C 0.7 1.4 -2.9
C 0.6 4.1 1.9
H 2.2 0.7 1.0
H 0.2 0.8 1.0
H -0.2 -0.2 -0.2
H 1.5 -0.4 3.7
H -2.8 -1.7 -3.3
N -1.3 0.6 1.0
N 1.6 -3.9 -1.4
O -0.9 1.0 2.0
F 0.9 -1.8 1.2
S -2.6 -0.4 -1.5

---

DFT (the ωB97M-V functional and the def2-TZVPD basis) results for a gas-phase ion, C3H5FNO3 (charge +1) in a non-equilibrium geometry.

Values from the calculation:
- Net charge: +1
- 2S+1: 1
- E_HOMO: -15.8 eV
- Strongest force on any atom: 3.8 eV Å⁻¹
- Gap between HOMO and LUMO: 11.3 eV

Atoms and positions in Å:
C: -0.393443 -0.700575 -1.724031
C: -0.192300 0.652663 0.201167
C: -0.949382 -0.715232 0.544359
N: 1.260845 0.732798 0.752906
O: -0.450691 -1.178175 -2.792480
O: 0.057669 0.520870 -1.334928
O: -0.726737 -1.387459 -0.631406
F: -2.216942 -0.489119 0.777447
H: -0.742088 1.587134 0.533104
H: -0.490042 -1.240522 1.322766
H: 1.450585 1.627516 1.090793
H: 1.764250 0.638079 -0.161802
H: 1.628275 -0.047977 1.422103

Atomic forces in eV per Å
C -0.3 -0.7 -0.3
C 0.1 -0.3 -1.5
C 1.9 2.2 -2.2
N -0.2 -3.5 -1.6
O 0.4 0.9 -0.3
O -0.5 1.7 3.4
O -1.0 -2.2 1.2
F -1.2 0.3 0.2
H 0.7 -1.1 -1.0
H 0.5 -0.9 1.5
H 0.5 1.9 1.1
H 0.2 0.0 0.8
H -1.1 1.7 -1.3

---

DFT (the ωB97M-V functional and the def2-TZVPD basis) results for C3H5FO in the gas phase in a non-equilibrium geometry.

Values from the calculation:
- 2S+1: 1
- E_HOMO: -9.9 eV
- Strongest force on any atom: 5.6 eV Å⁻¹
- Gap between HOMO and LUMO: 10.8 eV

Atoms and positions in Å:
C: 0.306247 -0.307947 0.408014
C: -0.127880 0.980379 -0.107327
C: -1.009949 -0.385207 -0.408776
H: 1.767302 -1.425601 0.217618
H: 0.262592 -0.474831 1.466865
H: -0.505454 1.847876 0.625773
H: 0.724880 1.394065 -0.683503
H: -0.819580 -0.691320 -1.404179
O: 1.637329 -0.493771 -0.192277
F: -2.235485 -0.443641 0.077788

Atomic forces in eV per Å
C 0.3 1.1 0.1
C -1.6 2.1 1.6
C 4.5 3.2 -0.5
H 0.8 2.0 -1.5
H 0.1 -0.3 0.4
H 0.4 -2.4 -1.6
H -1.3 -0.3 -0.6
H -0.6 -0.6 -0.9
O -2.1 -4.1 2.3
F -0.5 -0.4 0.7

---

DFT (the ωB97M-V functional and the def2-TZVPD basis) results for C3H5FO in the gas phase in a non-equilibrium geometry.

Values from the calculation:
- 2S+1: 1
- E_HOMO: -9.0 eV
- Strongest force on any atom: 3.1 eV Å⁻¹
- Gap between HOMO and LUMO: 10.0 eV

Atoms and positions in Å:
C: 2.301816 0.149515 0.331949
C: -0.047144 0.362501 -0.360868
C: -1.187596 -0.293149 -0.039487
H: 2.708794 1.017488 -0.227224
H: 3.050106 -0.591215 0.227800
H: 2.155565 0.319420 1.346816
H: -0.120390 1.440326 -0.569070
H: -1.153520 -1.319994 0.190412
O: 1.105549 -0.436103 -0.323572
F: -2.431934 0.145511 0.225586

Atomic forces in eV per Å
C -1.0 -0.1 -2.9
C -1.8 -0.7 1.1
C 1.5 0.3 0.4
H -0.7 -0.2 0.4
H 0.6 -1.0 -0.1
H -0.6 0.6 1.8
H 0.9 -0.4 0.0
H 0.3 -1.2 0.1
O 0.5 1.7 0.0
F 0.3 1.0 -0.8

---

DFT (the ωB97M-V functional and the def2-TZVPD basis) results for C3H5FO in the gas phase in a non-equilibrium geometry.

Values from the calculation:
- 2S+1: 1
- E_HOMO: -9.8 eV
- Strongest force on any atom: 5.4 eV Å⁻¹
- Gap between HOMO and LUMO: 10.4 eV

Atoms and positions in Å:
C: 0.371837 0.548465 0.919499
C: 0.173889 -0.378897 -0.299153
C: 1.130741 -0.929228 -1.147625
H: -1.132367 1.109897 -0.353622
H: 0.194560 -0.039240 1.924228
H: 1.468890 0.806809 1.186373
H: 0.649922 -1.739292 -1.562960
H: 2.250156 -0.788642 -0.837431
O: -0.402788 1.624085 0.379415
F: -1.140850 -0.864916 -0.025360

Atomic forces in eV per Å
C 1.8 -1.5 -0.9
C 3.5 -2.1 2.7
C -1.4 2.5 4.5
H 3.0 2.7 3.6
H -1.2 1.3 -1.8
H -1.6 0.3 -1.4
H 0.1 -2.0 -2.0
H -2.5 -0.1 -1.2
O -3.2 -1.3 -1.4
F 1.5 0.1 -2.1

---

DFT (the ωB97M-V functional and the def2-TZVPD basis) results for C3H5FO2 in the gas phase in a non-equilibrium geometry.

Values from the calculation:
- 2S+1: 1
- E_HOMO: -10.4 eV
- Strongest force on any atom: 2.5 eV Å⁻¹
- Gap between HOMO and LUMO: 11.1 eV

Atoms and positions in Å:
C: -1.324158 -0.217693 -0.521108
C: -0.344383 -0.113580 0.631156
C: 0.496195 1.147120 0.605706
H: 0.079393 -1.019952 -1.524610
H: -2.161122 -0.942029 -0.308361
H: -1.788128 0.788121 -0.625357
H: -0.889794 -0.107262 1.606108
H: -0.041435 2.101345 0.329851
O: -0.674503 -0.408193 -1.716354
O: 1.666971 1.129386 0.704236
F: 0.432824 -1.276095 0.480531

Atomic forces in eV per Å
C -1.8 1.7 0.8
C -0.9 -0.8 0.3
C -1.4 0.1 -1.4
H -0.9 0.6 -0.5
H 1.0 0.4 -0.2
H -0.2 -0.5 0.3
H 0.4 -0.4 -0.5
H -0.1 -0.5 0.5
O 1.6 -1.2 -0.5
O 2.0 0.1 0.5
F 0.2 0.7 0.9